Entry 1:
The following is a quantum chemistry calculation of C23H33Br30Cl2NO4 as an isolated structure, from the OMol25 dataset.

Geometry as XYZ:
```
93
Properties=species:S:1:pos:R:3:mulliken_charge:R:1
C -0.211 -0.884 -3.187 -0.818
C -0.580 -1.158 -1.614 0.687
C -1.111 -2.742 -1.541 -0.948
C 0.678 -1.061 -0.571 0.840
C 1.927 -2.055 -1.029 -0.643
C 1.187 0.506 -0.280 -0.665
O 0.846 0.956 1.075 -0.304
C -0.387 1.745 1.131 0.872
C -0.906 1.496 2.664 -0.596
Cl 0.600 1.744 3.780 -0.004
C -1.452 -0.012 2.989 -0.076
C -2.569 -0.596 1.941 0.066
Cl -0.068 -1.265 3.286 0.250
O -1.369 1.701 0.039 0.148
C -1.392 2.942 -0.795 0.458
O -2.407 3.356 -1.557 -0.582
O -0.069 3.579 -0.508 -0.413
C 0.010 3.363 0.975 0.337
C -1.107 4.476 1.489 -1.039
N 1.432 3.788 1.258 -0.564
H 0.378 0.105 -3.398 0.215
H -1.220 -0.813 -3.811 0.020
H 0.373 -1.811 -3.660 0.206
H -1.512 -0.507 -1.340 -0.010
H -0.667 -3.190 -0.530 0.224
H -2.287 -2.785 -1.403 0.194
H -0.710 -3.398 -2.423 0.306
H 0.306 -1.477 0.466 -0.158
H 2.988 -1.590 -0.861 0.312
H 1.825 -2.466 -2.123 -0.018
H 1.878 -3.015 -0.321 0.035
H 2.379 0.427 -0.306 0.272
H 0.906 1.245 -1.143 0.120
H -1.716 2.249 3.049 0.114
H -2.003 0.059 4.047 0.234
H -2.013 -1.155 1.052 -0.149
H -3.190 0.273 1.409 -0.016
H -3.361 -1.321 2.413 -0.127
H -1.173 5.321 0.654 0.337
H -0.691 4.959 2.471 0.330
H -2.172 4.013 1.681 0.126
H 1.631 3.918 2.274 0.302
H 2.144 3.199 0.774 0.265
C 0.570 2.869 8.122 0.217
Br 2.088 2.574 6.943 -0.036
Br 0.871 4.363 9.331 -0.039
Br -1.091 3.067 7.128 0.033
H 0.467 1.972 8.741 -0.246
C 4.560 -3.291 -4.687 0.228
Br 3.717 -1.604 -4.210 0.037
Br 5.990 -3.759 -3.455 -0.014
Br 3.258 -4.726 -4.864 -0.032
H 5.018 -3.152 -5.671 -0.200
C 6.153 -0.934 -8.544 0.401
Br 4.564 -0.828 -9.660 -0.006
Br 5.978 0.141 -6.932 0.053
Br 6.630 -2.776 -8.137 -0.059
H 6.980 -0.510 -9.123 -0.377
C -5.257 1.934 3.636 0.277
Br -5.695 0.063 3.330 0.050
Br -6.851 3.017 3.898 -0.035
Br -3.987 2.150 5.093 -0.010
H -4.767 2.300 2.728 -0.325
C 8.509 2.379 -10.052 -0.339
Br 6.919 2.485 -11.169 0.002
Br 8.334 3.454 -8.440 0.000
Br 8.986 0.537 -9.646 -0.041
H 9.335 2.803 -10.631 0.352
C 1.093 -1.460 7.794 -0.376
Br -0.496 -1.353 6.677 0.123
Br 0.918 -0.384 9.405 -0.082
Br 1.570 -3.301 8.200 -0.036
H 1.920 -1.036 7.214 0.384
C 1.616 -5.256 3.857 -0.411
Br -0.284 -5.663 3.950 0.036
Br 2.329 -5.533 2.069 -0.039
Br 2.007 -3.471 4.524 -0.029
H 2.127 -5.964 4.518 0.375
C -4.319 -5.567 4.532 -0.440
Br -4.537 -4.199 3.166 0.051
Br -3.860 -7.293 3.761 -0.022
Br -3.048 -5.025 5.902 -0.025
H -5.289 -5.684 5.025 0.394
C -5.930 2.032 -1.307 0.158
Br -7.519 2.138 -2.424 -0.076
Br -6.105 3.107 0.305 0.000
Br -5.453 0.190 -0.900 -0.003
H -5.103 2.456 -1.886 -0.074
C -3.564 2.995 -5.238 -0.265
Br -5.494 3.094 -5.022 0.017
Br -2.893 1.193 -4.947 0.080
Br -2.990 3.712 -6.953 -0.042
H -3.122 3.630 -4.463 0.270
```

Properties
Kohn-Sham gap ... 9.03 eV
F_max ... 9.45 eV Å⁻¹
E_HOMO ... -9.574 eV
E ... -2160375.8174 eV

Entry 2:
The following is a quantum chemistry calculation of a 4-piece molecular cluster, C18H21F16NO5S overall, from the OMol25 dataset.

Geometry as XYZ:
```
62
Properties=species:S:1:pos:R:3:mulliken_charge:R:1
O -6.069 6.164 7.465 -0.575
S -4.657 6.003 7.671 1.035
O -3.829 5.431 6.566 -0.571
O -3.969 7.456 8.225 -0.182
C -4.417 8.673 7.720 0.206
C -4.098 8.741 6.203 -1.295
C -4.370 4.942 9.159 -0.928
H -3.877 9.472 8.228 0.063
H -5.476 8.806 7.938 0.110
H -4.566 9.626 5.772 0.402
H -4.376 7.875 5.603 0.374
H -3.058 8.995 5.993 0.320
H -5.029 4.074 9.170 0.383
H -4.608 5.447 10.096 0.233
H -3.350 4.585 9.295 0.369
N -5.572 14.693 7.415 -0.593
C -4.202 14.504 7.338 -0.449
C -3.496 13.652 8.153 -0.379
C -4.189 12.814 8.979 0.288
C -5.605 12.768 8.908 -0.416
C -6.261 13.756 8.160 -0.421
H -3.635 15.131 6.666 0.362
H -2.417 13.628 8.144 0.399
H -3.656 12.204 9.693 0.261
H -6.093 11.907 9.340 0.506
H -7.321 13.722 8.363 0.385
C -1.744 11.442 11.531 -1.275
C -1.153 10.369 10.629 1.317
C -1.616 8.963 11.212 -0.141
F -1.212 8.596 12.438 -0.291
F -2.955 8.913 11.196 -0.086
F -1.670 10.357 9.362 -0.192
F 0.137 10.344 10.624 -0.283
O -1.600 12.852 11.134 -0.336
C -0.364 13.386 10.809 0.884
C -0.323 14.903 10.837 0.152
F 0.865 15.435 10.531 -0.263
F -1.142 15.331 9.836 -0.226
F 0.502 12.990 11.751 -0.328
F 0.106 12.907 9.704 -0.276
H -1.414 11.381 12.568 0.519
H -2.823 11.354 11.662 0.415
H -1.446 8.158 10.497 0.234
H -0.673 15.262 11.805 0.255
C -6.749 9.097 12.689 -0.813
C -7.181 7.985 11.788 1.191
C -6.807 8.127 10.297 -0.131
F -7.274 9.254 9.784 -0.257
F -5.524 8.204 10.162 -0.137
F -6.594 6.889 12.251 -0.307
F -8.508 7.775 11.793 -0.331
O -7.380 10.298 12.174 -0.397
C -8.006 11.150 13.094 0.863
C -8.429 12.480 12.428 0.296
F -9.411 12.260 11.528 -0.258
F -8.879 13.373 13.288 -0.269
F -9.131 10.727 13.382 -0.233
F -7.168 11.351 14.048 -0.275
H -5.661 9.143 12.729 0.122
H -7.149 8.964 13.694 0.480
H -7.163 7.336 9.637 0.354
H -7.684 12.970 11.801 0.138
```

Properties
Kohn-Sham gap ... 9.87 eV
F_max ... 7.09 eV Å⁻¹
Energy above the lowest of the compared OMol25 structures with the same formula, charge and spin ... 0.00 kcal per mole
E_HOMO ... -9.703 eV
SMILES ... FC(F)C(F)(F)COC(F)(F)C(F)F.FC(F)C(F)(F)COC(F)(F)C(F)F.CCOS(C)(=O)=O.c1ccncc1
E ... -85045.8024 eV

Entry 3:
The following is a quantum chemistry calculation of C10H18O2 in the gas phase, from the OMol25 dataset.

Geometry as XYZ:
```
30
Properties=species:S:1:pos:R:3:mulliken_charge:R:1
C -1.544 0.083 0.468 -1.425
C 1.930 0.441 -0.343 -0.072
C 0.627 0.365 0.297 0.647
C -0.627 1.248 0.093 1.472
C -0.519 -1.082 0.324 1.637
C 3.004 -0.592 -0.555 -1.887
C -0.630 2.347 1.205 -1.513
C -0.798 1.729 -1.396 -1.319
C -0.392 -1.821 -0.987 -1.775
C -0.502 -1.913 1.639 -1.922
O 1.686 0.682 1.032 -0.644
O -2.721 -0.055 -0.350 -0.635
H -1.840 0.094 1.439 0.638
H 2.230 1.289 -0.837 0.501
H 2.696 -1.466 -0.106 0.437
H 3.864 -0.242 -0.121 0.475
H 3.189 -0.860 -1.647 0.313
H 0.354 2.734 1.468 0.282
H -1.071 1.775 1.972 0.416
H -1.285 3.109 0.757 0.364
H 0.145 2.164 -1.744 0.385
H -1.544 2.595 -1.587 0.319
H -1.013 0.782 -1.890 0.282
H -0.866 -1.308 -1.704 0.518
H -0.969 -2.753 -1.051 0.453
H 0.649 -2.036 -1.210 0.240
H -0.397 -1.400 2.583 0.406
H 0.283 -2.577 1.576 0.527
H -1.343 -2.595 1.742 0.425
H -2.596 -0.737 -1.065 0.454
```

Properties
Kohn-Sham gap ... 9.55 eV
F_max ... 5.64 eV Å⁻¹
Energy above the lowest of the compared OMol25 structures with the same formula, charge and spin ... 100.19 kcal per mole
E_HOMO ... -8.826 eV
SMILES ... C[C@@H]1O[C@]12C(C)(C)[C@H](O)C2(C)C
E ... -14752.9280 eV

Entry 4:
The following is a quantum chemistry calculation of C7H16N2 as an isolated structure, from the OMol25 dataset.

Geometry as XYZ:
```
25
Properties=species:S:1:pos:R:3:mulliken_charge:R:1
C -0.842 -1.688 -0.650 -1.296
C -0.925 -0.282 -0.029 1.272
C -1.942 0.627 -0.746 -1.357
C 0.421 0.501 0.120 0.691
C 1.679 -0.326 0.680 -1.582
C 0.543 1.847 0.558 -0.576
C 0.716 1.593 -0.896 -0.887
H -0.799 -2.855 0.084 0.155
H -1.954 -1.679 -1.258 0.256
H 0.107 -1.449 -1.327 0.495
H -2.716 1.518 -0.146 0.205
H -2.592 -0.343 -1.094 0.319
H -1.378 0.658 -1.669 0.530
H -2.515 -0.966 1.151 0.245
H -1.923 0.176 2.023 0.236
H 1.042 -0.989 1.345 0.376
H 2.340 0.292 1.143 0.666
H 1.624 -2.248 -0.222 0.303
H 3.252 -1.445 0.141 0.282
H 1.550 2.482 0.977 0.206
H -0.290 2.341 0.992 0.249
H 1.744 1.628 -1.217 0.297
H -0.026 2.000 -1.557 0.303
N -1.649 -0.550 1.313 -0.703
N 2.312 -1.272 -0.397 -0.682
```

Properties
Kohn-Sham gap ... 9.52 eV
F_max ... 7.24 eV Å⁻¹
Energy above the lowest of the compared OMol25 structures with the same formula, charge and spin ... 187.22 kcal per mole
E_HOMO ... -8.635 eV
E ... -10491.1389 eV

Entry 5:
The following is a quantum chemistry calculation of C5H11N3 as an isolated structure, from the OMol25 dataset.

Geometry as XYZ:
```
19
Properties=species:S:1:pos:R:3:mulliken_charge:R:1
C 0.426 -0.854 1.486 -0.706
C -1.321 1.684 -0.862 -1.355
C 0.276 -1.244 0.062 0.234
C 0.191 0.541 0.906 -0.050
N 1.210 -1.946 -0.663 -0.469
N 1.270 1.385 0.450 -0.522
C -1.086 0.548 0.113 0.271
N -0.804 -0.744 -0.626 -0.342
H 1.220 -1.816 -1.667 0.233
H 1.552 -2.811 -0.273 0.223
H 1.551 1.257 -0.525 0.170
H 2.100 1.306 1.025 0.276
H -1.529 -1.396 -0.921 0.224
H -0.371 -1.223 2.136 0.221
H 1.415 -1.026 1.907 0.320
H -1.959 0.397 0.759 0.289
H -1.414 2.622 -0.311 0.344
H -0.490 1.792 -1.561 0.265
H -2.240 1.527 -1.436 0.374
```

Properties
Kohn-Sham gap ... 6.84 eV
F_max ... 1.74 eV Å⁻¹
Energy above the lowest of the compared OMol25 structures with the same formula, charge and spin ... 68.85 kcal per mole
E_HOMO ... -5.896 eV
E ... -9830.9207 eV

Entry 6:
The following is a quantum chemistry calculation of a 10-piece molecular cluster, C25H72N2O17 overall, from the OMol25 dataset.

Geometry as XYZ:
```
116
Properties=species:S:1:pos:R:3:mulliken_charge:R:1
C -0.970 -0.761 1.491 -0.695
C -1.933 -1.249 0.408 0.363
C -3.337 -1.440 1.059 -1.433
O -2.069 -0.280 -0.680 -0.505
H -0.006 -0.461 1.140 -0.242
H -0.850 -1.601 2.247 0.279
H -1.395 0.147 1.935 0.395
H -1.543 -2.107 -0.081 0.443
H -3.329 -2.008 1.999 0.334
H -3.891 -1.923 0.309 0.461
H -3.730 -0.444 1.366 0.155
H -2.174 0.632 -0.305 0.008
C 2.118 -2.984 1.002 0.336
C 2.208 -3.521 2.436 -0.544
O 2.719 -4.846 2.612 -0.579
O 1.157 -3.693 0.144 -0.075
H 3.058 -2.801 0.454 0.636
H 1.773 -1.910 1.165 -0.540
H 1.144 -3.619 2.750 -0.036
H 2.800 -2.787 3.001 0.505
H 3.662 -4.938 2.385 0.316
H 1.647 -4.572 0.035 0.020
C 2.248 2.148 1.597 0.381
C 3.231 1.419 0.820 -0.644
O 2.976 -0.002 0.947 -0.337
O 2.475 2.124 3.000 -0.606
H 1.258 1.791 1.377 0.223
H 2.262 3.221 1.324 -0.134
H 4.176 1.691 1.200 0.375
H 3.226 1.784 -0.202 0.200
H 2.511 -0.262 0.134 -0.107
H 2.606 1.217 3.232 0.345
C -0.848 0.358 -4.281 -0.071
C -2.203 -0.390 -4.245 -0.618
O -2.180 -1.239 -3.135 -0.400
O -0.685 1.220 -3.139 -0.333
H -0.800 1.091 -5.079 0.396
H -0.105 -0.415 -4.335 -0.039
H -2.234 -1.055 -5.090 0.398
H -2.986 0.294 -4.227 0.334
H -2.263 -0.715 -2.314 0.359
H -0.993 0.777 -2.348 0.240
C -2.017 -5.938 5.502 -0.394
C -2.322 -5.426 4.147 -0.042
O -2.473 -6.561 3.329 -0.586
O -0.753 -6.613 5.504 -0.515
H -2.824 -6.626 5.832 0.252
H -1.913 -5.113 6.256 0.296
H -1.583 -4.684 3.808 -0.040
H -3.238 -4.893 4.129 0.356
H -2.249 -6.295 2.471 0.312
H -0.738 -7.132 4.715 0.317
C 0.966 4.278 -2.325 1.134
C 0.574 5.097 -3.473 -0.752
O -0.389 6.117 -3.046 -0.533
O 1.382 5.186 -1.294 -0.596
H 1.776 3.632 -2.585 0.097
H 0.007 3.751 -2.119 -0.447
H 0.161 4.513 -4.303 0.284
H 1.420 5.834 -3.832 0.268
H 0.102 6.789 -2.603 0.297
H 0.992 4.848 -0.497 0.072
C 0.784 4.886 2.438 -0.406
C 1.951 5.816 2.125 -0.346
O 1.374 7.110 1.537 -0.598
O 0.144 4.597 1.129 0.298
H 0.072 5.405 3.083 0.445
H 1.172 3.873 2.731 0.085
H 2.746 5.458 1.491 0.194
H 2.412 6.110 3.090 0.413
H 1.390 7.018 0.573 0.324
H -0.752 4.980 1.142 0.097
C 0.765 -7.430 0.332 -0.402
C -0.297 -6.501 -0.071 -0.188
O -0.650 -5.607 0.955 -0.378
O 1.975 -6.697 0.478 -0.562
H 1.046 -8.166 -0.383 0.416
H 0.408 -7.824 1.302 0.192
H -1.154 -7.133 -0.332 0.419
H -0.009 -5.961 -0.940 -0.009
H 0.026 -4.952 1.035 0.267
H 1.975 -6.179 1.267 0.339
C -4.059 3.217 0.800 -1.627
C -2.972 3.305 -0.254 0.608
C -2.794 4.752 -0.604 -0.937
O -2.369 5.524 0.522 -0.438
C -2.606 6.929 0.477 -0.930
N -1.810 2.600 0.254 0.243
H -3.627 3.480 1.732 0.393
H -4.426 2.177 0.899 0.238
H -4.905 3.849 0.527 0.445
H -3.227 2.902 -1.263 0.284
H -3.709 5.147 -0.960 0.783
H -1.997 4.872 -1.298 0.081
H -1.937 7.468 -0.194 0.243
H -2.477 7.214 1.537 0.293
H -3.642 7.209 0.321 0.387
H -1.058 2.860 -0.430 -0.420
H -1.549 2.994 1.202 0.098
C 4.073 -0.806 -2.654 -1.812
C 2.650 -0.523 -2.994 0.193
C 1.780 -1.629 -2.453 1.753
O 2.000 -2.800 -3.278 -0.502
C 0.909 -3.708 -3.161 0.031
N 2.335 0.919 -2.541 -0.084
H 4.163 -0.772 -1.584 0.286
H 4.753 0.022 -2.961 0.397
H 4.427 -1.724 -2.985 0.450
H 2.461 -0.531 -4.095 0.453
H 0.708 -1.342 -2.560 -0.577
H 1.936 -1.794 -1.417 -0.743
H 0.669 -3.847 -2.079 -0.293
H 1.132 -4.709 -3.596 0.307
H 0.008 -3.311 -3.691 0.209
H 1.391 0.985 -2.856 -0.069
H 2.778 1.616 -3.068 0.315
```

Properties
Kohn-Sham gap ... 10.16 eV
F_max ... 4.59 eV Å⁻¹
Energy above the lowest of the compared OMol25 structures with the same formula, charge and spin ... 10.33 kcal per mole
E_HOMO ... -9.670 eV
SMILES ... COC[C@H](C)N.COC[C@H](C)N.CC(C)O.OCCO.OCCO.OCCO.OCCO.OCCO.OCCO.OCCO
E ... -64874.5488 eV